Record 1
{
  "formula": "C2H6O2Yb",
  "method": "the ωB97M-V functional and the def2-TZVPD basis",
  "e_homo_ev": [-18.734, -18.725],
  "multiplicity": 3,
  "lumo_energy_ha": [-0.412, -0.500],
  "charge": 2,
  "s2": 2.0212,
  "elements": ["O", "Yb", "C", "C", "H", "H", "H", "H", "H", "O", "H"],
  "xyz": [[-1.73807, -1.29821, -3.53462], [-2.45563, -0.11426, -1.92185], [0.15820, -0.20144, 0.37173], [1.44424, 0.54631, 0.58685], [0.36601, -1.04379, -0.29926], [0.00034, -0.24072, 1.51727], [2.01325, 0.63243, -0.34682], [1.27452, 1.46652, 1.16560], [1.99082, -0.23088, 1.26843], [-1.27477, 0.27083, 0.18630], [-1.77893, 0.21322, 1.00638]],
  "mulliken_spin": [1.384, 0.608, 0.002, -0.001, 0.002, 0.000, 0.000, 0.000, 0.000, 0.006, -0.001]
}

=====

Record 2
{
  "formula": "C13H31AgClN3O5",
  "method": "the ωB97M-V functional and the def2-TZVPD basis",
  "e_homo_ev": -7.060,
  "lumo_energy_ha": 0.009,
  "e_above_lowest_ev": 0.8696,
  "elements": ["Ag", "Cl", "C", "O", "C", "C", "O", "C", "H", "H", "H", "H", "H", "H", "H", "H", "H", "H", "C", "C", "O", "N", "C", "H", "H", "H", "H", "H", "H", "H", "C", "C", "O", "N", "C", "H", "H", "H", "H", "H", "H", "H", "C", "C", "O", "N", "C", "H", "H", "H", "H", "H", "H", "H"],
  "xyz": [[-0.97200, 1.26560, -0.22493], [-3.28934, 2.78070, 0.14657], [1.17457, 3.88466, 0.46016], [1.28982, 2.89873, -0.52463], [1.28144, 3.42350, -1.83194], [1.00483, 2.36106, -2.84151], [-0.26240, 1.79405, -2.52866], [-0.63981, 0.77295, -3.42255], [1.10207, 3.45506, 1.45864], [0.29604, 4.52265, 0.32167], [2.06151, 4.53649, 0.48167], [2.28407, 3.83346, -2.04310], [0.60317, 4.27943, -1.91302], [1.73635, 1.54636, -2.75211], [0.98052, 2.75526, -3.85916], [-1.70848, 0.57183, -3.38089], [-0.14268, -0.16578, -3.13646], [-0.37047, 1.03711, -4.45286], [-1.46947, -3.07254, -0.53550], [-2.35743, -1.82557, -0.46990], [-2.04691, -0.77120, -0.99749], [-3.49677, -1.97046, 0.23759], [-4.46060, -0.90490, 0.42495], [-0.53542, -2.85907, -0.02290], [-1.26238, -3.35748, -1.56496], [-1.99436, -3.90351, -0.06166], [-3.70854, -2.89365, 0.56859], [-5.21379, -0.98353, -0.36723], [-3.96701, 0.06353, 0.32283], [-4.95629, -0.98480, 1.38931], [-1.26595, -0.67296, 4.04443], [-0.54375, -0.51215, 2.73383], [-0.69940, 0.48335, 2.03630], [0.23880, -1.52984, 2.30014], [0.50331, -2.80334, 2.94122], [-0.63194, -1.12048, 4.80507], [-2.13435, -1.31693, 3.87550], [-1.68213, 0.28237, 4.34963], [0.68353, -1.36180, 1.40382], [0.12390, -2.86821, 3.95308], [1.56656, -3.05817, 3.01009], [0.11067, -3.58860, 2.28732], [2.45464, -1.54344, -2.00506], [2.18079, -0.60569, -0.84792], [1.03448, -0.53203, -0.39856], [3.21338, 0.04193, -0.29027], [3.11340, 0.83699, 0.90772], [2.45378, -2.55344, -1.59664], [3.40621, -1.33219, -2.49866], [1.67783, -1.47632, -2.76096], [4.09640, -0.11735, -0.74664], [3.56745, 0.37922, 1.78388], [2.05811, 1.04115, 1.09346], [3.51404, 1.83799, 0.73869]],
  "nbo_charge": [0.873, -0.922, -0.257, -0.556, -0.078, -0.072, -0.562, -0.246, 0.201, 0.197, 0.156, 0.165, 0.194, 0.164, 0.186, 0.220, 0.167, 0.160, -0.696, 0.689, -0.682, -0.596, -0.438, 0.234, 0.232, 0.198, 0.385, 0.192, 0.282, 0.199, -0.716, 0.692, -0.669, -0.631, -0.414, 0.215, 0.236, 0.256, 0.432, 0.213, 0.196, 0.192, -0.703, 0.685, -0.691, -0.592, -0.433, 0.238, 0.209, 0.244, 0.393, 0.196, 0.256, 0.211]
}

=====

Record 3
{
  "formula": "C3H9O3P",
  "method": "the ωB97M-V functional and the def2-TZVPD basis",
  "e_homo_ev": -9.577,
  "lumo_energy_ha": 0.021,
  "e_above_lowest_ev": 1.5966,
  "elements": ["C", "C", "C", "O", "O", "O", "P", "H", "H", "H", "H", "H", "H", "H", "H", "H"],
  "xyz": [[2.17031, 0.97406, 0.50747], [-2.52363, -0.01281, 0.79623], [1.52478, -0.95422, -0.65062], [-0.62266, 1.02052, -1.01387], [2.22978, -0.49988, 0.28330], [-0.36518, -1.32162, -0.09070], [-1.33376, -0.24056, -0.59144], [2.56255, 1.50302, -0.37275], [2.71453, 1.27440, 1.33541], [0.99381, 1.15937, 0.58223], [-3.01342, -0.98057, 1.01646], [-2.11092, 0.43197, 1.74434], [-3.17126, 0.72785, 0.24449], [1.89021, -2.05196, -0.73980], [1.27868, -0.31866, -1.51985], [-2.22382, -0.71091, -1.53091]],
  "nbo_charge": [-0.287, -1.017, 0.317, -1.154, -0.445, -1.044, 2.000, 0.195, 0.200, 0.252, 0.240, 0.245, 0.231, 0.206, 0.215, -0.153]
}

=====

Record 4
{
  "formula": "C7H10N",
  "method": "the ωB97M-V functional and the def2-TZVPD basis",
  "e_homo_ev": [-10.381, -14.604],
  "multiplicity": 3,
  "lumo_energy_ha": [-0.157, -0.279],
  "e_above_lowest_ev": 2.0623,
  "charge": 1,
  "s2": 2.0272,
  "elements": ["C", "C", "C", "C", "C", "C", "C", "N", "H", "H", "H", "H", "H", "H", "H", "H", "H", "H"],
  "xyz": [[3.51096, 0.21324, -0.42370], [2.48328, -0.42850, -0.24915], [0.37668, -1.78086, 0.47525], [1.26027, -0.87231, 0.18323], [-1.04350, -1.41767, 0.72378], [-1.00143, 0.10106, 0.84595], [0.11579, 1.17528, -1.18602], [0.16752, 0.70094, 0.21083], [4.47050, 0.32377, -0.75323], [0.77496, -2.75128, 0.62937], [-1.89583, -1.79417, 0.04261], [-1.22849, -2.04398, 1.74526], [-1.80658, 0.44760, 0.17537], [-1.06289, 0.42675, 1.94269], [-0.43327, 0.50877, -1.68528], [-0.27653, 2.20234, -1.15130], [1.14542, 1.33486, -1.51002], [0.56287, 1.48104, 0.83746]],
  "mulliken_spin": [0.582, 0.151, 0.522, 0.480, -0.013, 0.007, -0.010, 0.117, -0.004, 0.041, 0.060, 0.055, 0.001, 0.002, -0.002, 0.000, 0.011, -0.001]
}

=====

Short version: DFT total energy = -1388.0900; -1661.5901; -686.7390; -326.9344 Ha, in the order given.